Computed, not measured: a cluster of 3 separate species, C4H9NO3 in total, with the ωB97M-V functional and the def2-TZVPD basis.

Geometry as XYZ:
```
17
C4H9NO3, DFT the ωB97M-V functional and the def2-TZVPD basis
O 2.26 -0.87 0.79
C 0.01 1.64 1.03
C -0.23 0.78 -0.01
C -0.56 -0.62 0.14
C -2.04 -0.60 -0.51
N -2.91 -0.41 0.48
O -2.07 -0.71 -1.71
H 0.11 2.69 0.76
H -0.15 1.13 -1.03
H 0.22 1.31 2.04
H -0.52 -0.92 1.18
H 0.02 -1.27 -0.52
H 3.04 -1.41 0.84
H -3.82 -0.58 0.05
H 2.09 -0.45 -0.18
H 2.55 -0.02 -2.04
O 2.00 0.30 -1.32
```

Summary:
- total energy (hartree) = -437.9952
- lowest unoccupied orbital energy (eV) = -5.1
- molar mass (u) = 119.12
- energy above the lowest of the compared OMol25 structures with the same formula, charge and spin (kcal/mol) = 209.5
- largest force on an atom (Eh/bohr) = 0.0626
- charge = 0
- spin multiplicity = 1
- gap between HOMO and LUMO (eV) = 4.0